Formula: C17H31F3O2P2V
Source: the Open Molecules 2025 dataset
Level of theory: wB97M-V/def2-TZVPD

Each line ends with the Löwdin spin population.
CARTESIAN COORDINATES (ANGSTROEM)
P -0.5198 -1.9688 -1.3274  -0.032
P -0.0563 1.9235 -1.6247  0.002
C -0.9336 -0.6566 -2.5558  -0.007
C 0.0998 0.4723 -2.7401  0.000
H -1.9352 -0.2740 -2.3107  0.000
H -1.0370 -1.1771 -3.5344  -0.001
H 1.1358 0.0976 -2.7728  0.000
H -0.0374 0.9258 -3.7382  0.000
C -1.6972 2.4627 -2.1111  0.001
H -2.1833 3.1248 -1.3860  0.000
H -2.3402 1.5999 -2.3364  0.000
H -1.5502 3.0216 -3.0501  0.000
C 1.0067 3.2038 -2.3949  0.001
H 0.5637 3.5050 -3.3573  0.000
H 2.0225 2.8363 -2.5929  0.000
H 1.0890 4.1046 -1.7711  0.000
C -1.8561 -3.1828 -1.5292  -0.012
H -1.8716 -3.9416 -0.7403  0.000
H -1.6916 -3.6944 -2.4939  -0.002
H -2.8292 -2.6815 -1.5751  0.001
C 0.7738 -2.7486 -2.3881  0.003
H 1.5950 -2.0479 -2.5633  0.001
H 0.3450 -3.0279 -3.3497  0.000
H 1.1947 -3.6269 -1.8931  0.000
V -2.2869 -0.6083 2.0886  2.959
C 1.9270 1.8638 0.2628  0.004
C 0.5223 1.8748 0.0374  0.010
C -0.5619 0.4712 0.4670  0.019
C 0.0466 -0.7747 1.0397  0.007
C 0.8922 -1.8699 0.1026  -0.016
C 2.2611 -1.6317 -0.0580  0.065
C 2.7834 -0.3809 -0.5523  0.010
C 2.7214 0.6999 0.5504  0.007
C -1.1047 -2.0220 3.3703  -0.074
H 2.3919 2.8550 0.3362  0.001
H 0.0423 2.6428 0.6774  0.001
H -1.2324 0.2916 -0.4054  0.004
H -1.2903 0.9363 1.1576  0.008
H 0.7374 -0.5377 1.8639  0.001
H -0.7888 -1.5113 1.2621  0.004
H 0.7357 -2.8382 0.6238  0.000
H 3.0137 -2.3919 0.2676  0.003
H 2.2879 -0.0774 -1.4971  0.002
H 3.8469 -0.5006 -0.8287  0.000
H 2.3140 0.2233 1.4600  0.001
H 3.7716 1.0057 0.7272  0.000
H -0.2424 -1.3719 3.6150  0.000
H -0.6877 -2.9465 2.9368  -0.004
H -1.7084 -2.1953 4.2725  -0.002
F -2.2152 2.4150 5.7568  0.001
C -1.1670 1.8686 5.0951  0.000
F -0.3597 2.8446 4.5957  0.000
F -0.4588 1.1201 5.9899  0.001
C -1.7231 0.9908 3.9458  0.017
O -2.7094 0.1987 4.0963  0.018
O -1.0462 1.1062 2.8792  0.001

Computed properties:
2S+1 = 4
Energy relative to the best compared isomer or geometry (same formula, charge and spin) = 8.000 eV
HOMO level (spin up / spin down) = -4.79 / -4.80 eV
LUMO (spin up / spin down) = -0.76 / -0.95 eV
Total charge = 0
Orbital gap (spin up / spin down) = 4.0 / 3.9 eV



Formula: C17H31F5P2V
Source: the Open Molecules 2025 dataset
Level of theory: wB97M-V/def2-TZVPD

Each line ends with the Löwdin spin population.
CARTESIAN COORDINATES (ANGSTROEM)
P -0.9118 0.3662 -2.4789  0.003
P -2.1973 -0.3449 1.2134  0.004
C -2.3797 -0.3905 -1.7213  0.001
C -2.8824 0.2077 -0.3841  0.001
H -2.2630 -1.4866 -1.6780  0.000
H -3.1728 -0.2228 -2.4695  0.000
H -2.8485 1.3108 -0.3988  0.001
H -3.9510 -0.0556 -0.3059  0.000
C -2.6714 -2.0755 1.4730  0.001
H -2.0680 -2.5214 2.2747  0.000
H -2.5548 -2.6826 0.5667  0.000
H -3.7249 -2.1026 1.7763  0.000
C -3.2106 0.5504 2.4236  0.001
H -4.1911 0.0649 2.4980  0.000
H -3.3419 1.5895 2.1207  0.000
H -2.7264 0.5188 3.4137  0.000
C -0.4209 -0.5945 -3.9170  0.000
H 0.5894 -0.3137 -4.2441  0.000
H -1.1210 -0.3826 -4.7361  0.000
H -0.4452 -1.6689 -3.6990  0.000
C -1.5593 1.9200 -3.1967  0.003
H -2.1087 2.5105 -2.4523  0.001
H -2.2330 1.6850 -4.0289  0.001
H -0.7321 2.5321 -3.5803  0.000
V 2.1822 0.1630 0.8478  2.654
C -0.5550 -0.0627 1.7111  0.017
C 0.2100 -1.3090 1.3145  0.004
C 0.0958 -1.8877 -0.0470  0.005
C 1.2002 -1.5957 -1.1105  0.010
C 1.4403 -0.1591 -1.4152  -0.005
C 0.4414 0.9676 -1.5702  0.005
C 0.0175 1.7907 -0.2725  0.021
C 0.1653 1.2561 1.1898  0.062
C 3.3896 1.5923 0.1695  0.029
H -0.5855 0.0214 2.8119  0.001
H 0.4544 -1.9910 2.1291  0.002
H -0.8526 -1.5532 -0.4931  0.000
H -0.0272 -2.9854 0.0561  0.000
H 2.1400 -2.0692 -0.7616  0.004
H 0.9276 -2.1402 -2.0343  0.000
H 2.3963 0.0368 -1.9156  0.003
H 0.9190 1.7046 -2.2446  0.001
H -1.0150 2.1615 -0.3952  0.006
H 0.6349 2.7067 -0.3168  0.001
H 1.2304 1.3716 1.6001  0.049
H -0.3251 2.0571 1.7746  0.002
H 3.5081 2.3652 0.9470  0.014
H 3.0671 2.0038 -0.8035  0.006
H 4.2934 0.9562 0.0731  0.006
F 3.4976 -2.1192 1.9922  0.006
C 3.1411 -0.8237 2.4288  0.027
F 2.2658 -0.9775 3.5337  0.023
C 4.4085 -0.1284 2.9451  0.012
F 5.3839 -0.0775 1.9942  0.003
F 4.1524 1.1337 3.3966  0.011
F 4.9236 -0.8225 3.9960  0.003

Computed properties:
2S+1 = 4
Energy relative to the best compared isomer or geometry (same formula, charge and spin) = 3.947 eV
HOMO level (spin up / spin down) = -4.70 / -5.54 eV
LUMO (spin up / spin down) = -0.41 / -0.42 eV
Total charge = 0
Orbital gap (spin up / spin down) = 4.3 / 5.1 eV



Formula: C17H31I2N3P
Source: the Open Molecules 2025 dataset
Level of theory: wB97M-V/def2-TZVPD

Each line ends with the natural charge from an NBO analysis.
CARTESIAN COORDINATES (ANGSTROEM)
C 0.2565 -5.9624 -0.9482  -0.616
C 0.4845 -4.3991 -1.3309  -0.405
C 1.7307 -3.8054 -0.5150  -0.401
C 1.6002 -2.1776 -0.3716  -0.420
C 2.6231 -1.5535 -1.4358  -0.415
C 2.8444 0.0368 -1.3308  -0.424
C 2.7702 0.6454 0.1536  -0.415
C 1.4434 1.5659 0.3356  -0.402
C 0.1472 0.7366 0.7858  -0.461
C -1.0903 1.7636 0.9706  0.507
N -2.0105 2.1927 -0.0369  -0.439
P -2.1456 1.7882 -1.7687  0.961
C -0.4614 1.5046 -2.5807  -0.969
C -3.0221 0.0870 -1.9150  -0.707
C -4.4916 0.1878 -1.2494  -0.630
N -2.9726 3.0559 0.4043  -0.178
C -2.6473 3.1878 1.7915  0.178
N -1.4921 2.3857 2.2069  -0.420
C -0.9475 2.2859 3.5695  -0.104
I -1.6539 0.6636 4.8767  0.220
C 0.0182 3.1761 4.1106  -0.109
C 0.6096 4.3503 3.1955  -0.681
I 0.7193 2.9859 6.1595  0.276
H 0.0850 -5.9819 0.1923  0.205
H -0.6724 -6.3411 -1.5024  0.219
H 1.1967 -6.5563 -1.2123  0.216
H 0.6986 -4.2555 -2.4543  0.206
H -0.5029 -3.8764 -1.0406  0.188
H 1.6948 -4.2508 0.5372  0.203
H 2.7532 -4.0481 -0.9935  0.213
H 1.8399 -1.9527 0.7185  0.205
H 0.5081 -1.9482 -0.6587  0.190
H 3.6329 -2.1079 -1.4655  0.220
H 2.1557 -1.7445 -2.4775  0.211
H 3.9194 0.2372 -1.7069  0.228
H 2.1678 0.5815 -2.0906  0.203
H 3.6516 1.3883 0.2421  0.227
H 2.9126 -0.1097 0.9930  0.224
H 1.6821 2.2890 1.2041  0.207
H 1.2764 2.2232 -0.5834  0.224
H -0.2160 -0.0386 0.0346  0.253
H 0.3330 0.2007 1.7802  0.267
H -0.6028 1.0935 -3.6517  0.283
H 0.0575 0.6607 -2.0024  0.228
H 0.1788 2.4472 -2.6778  0.262
H -2.4611 -0.7377 -1.3304  0.220
H -3.0542 -0.2102 -3.0297  0.264
H -4.7341 -0.8307 -0.7672  0.231
H -5.2174 0.4426 -2.0906  0.235
H -4.5749 0.9876 -0.4394  0.217
H -3.2508 3.8565 2.4869  0.267
H -0.2440 4.7862 2.5768  0.233
H 1.4269 3.8875 2.5240  0.241
H 1.0473 5.2069 3.8080  0.263

Computed properties:
2S+1 = 1
HOMO level = -11.92 eV
LUMO = -3.83 eV
Total charge = +1
Orbital gap = 8.1 eV